The following is a quantum chemistry calculation of a molecular structure, C22H61BClN5O9S, from the OMol25 dataset.

XYZ file:
```
100
Properties=species:S:1:pos:R:3
C 1.08 -0.73 -0.06
C 1.44 0.75 0.22
B 2.96 0.92 -0.04
O 3.93 0.51 0.84
O 3.36 1.53 -1.27
S 4.58 0.77 -1.99
O 4.20 -0.62 -2.02
O 4.33 1.41 -3.48
Cl 2.75 1.35 -4.09
H 1.77 -1.38 0.48
H 0.08 -0.91 0.33
H 1.15 -0.97 -1.12
H 1.20 1.03 1.25
H 0.86 1.37 -0.46
H 4.11 -0.43 0.77
C 5.12 -3.11 -6.14
C 4.29 -2.43 -5.06
C 3.72 -3.39 -4.01
O 2.61 -4.15 -4.45
C 2.91 -5.31 -5.19
N 3.25 -1.61 -5.69
H 4.49 -3.61 -6.87
H 5.70 -2.36 -6.69
H 5.81 -3.84 -5.72
H 4.95 -1.75 -4.51
H 3.36 -2.80 -3.17
H 4.50 -4.06 -3.63
H 3.83 -5.78 -4.83
H 3.01 -5.10 -6.26
H 2.09 -6.01 -5.05
H 2.78 -1.07 -4.97
H 2.54 -2.25 -6.04
C -3.09 5.41 -1.26
C -2.91 4.99 0.19
C -1.68 4.10 0.42
O -1.84 2.76 -0.01
C -1.63 2.54 -1.39
N -4.15 4.38 0.68
H -3.50 4.60 -1.87
H -3.79 6.24 -1.33
H -2.15 5.73 -1.71
H -2.74 5.90 0.78
H -1.49 4.04 1.49
H -0.79 4.54 -0.05
H -0.85 3.20 -1.79
H -2.54 2.68 -1.96
H -1.30 1.51 -1.51
H -4.07 4.21 1.68
H -4.22 3.46 0.26
C 1.50 -3.63 5.52
C 0.92 -2.63 4.54
C 1.03 -3.06 3.07
O 2.33 -2.91 2.51
C 3.23 -3.97 2.78
N 1.53 -1.32 4.77
H 2.59 -3.60 5.54
H 1.15 -3.41 6.53
H 1.19 -4.65 5.28
H -0.16 -2.55 4.75
H 0.39 -2.40 2.47
H 0.67 -4.08 2.92
H 2.71 -4.93 2.81
H 3.77 -3.82 3.71
H 3.95 -3.99 1.96
H 1.06 -0.63 4.19
H 2.47 -1.36 4.41
C -3.18 4.32 -7.62
C -2.33 5.14 -6.66
C -1.88 4.37 -5.41
O -2.88 4.19 -4.43
C -3.76 3.11 -4.65
N -3.04 6.38 -6.33
H -4.20 4.20 -7.25
H -3.24 4.81 -8.58
H -2.75 3.32 -7.77
H -1.41 5.42 -7.19
H -1.10 4.95 -4.91
H -1.44 3.40 -5.68
H -3.25 2.27 -5.12
H -4.62 3.40 -5.26
H -4.14 2.79 -3.68
H -2.43 6.99 -5.79
H -3.80 6.14 -5.69
C -3.60 -1.42 9.01
C -3.17 -2.88 8.84
C -1.65 -3.06 8.72
O -1.10 -2.71 7.47
C -0.85 -1.32 7.29
N -3.89 -3.46 7.71
H -3.55 -0.87 8.07
H -4.64 -1.39 9.36
H -2.98 -0.91 9.75
H -3.47 -3.42 9.74
H -1.43 -4.13 8.84
H -1.12 -2.53 9.53
H -0.54 -0.84 8.23
H -1.73 -0.81 6.89
H -0.04 -1.22 6.57
H -3.70 -4.45 7.66
H -3.49 -3.08 6.85
```

**2S+1**: 1

=====

The following is a quantum chemistry calculation of a molecular structure, C22H62O14, from the OMol25 dataset.

XYZ file:
```
98
Properties=species:S:1:pos:R:3
C 2.93 -2.17 2.49
C 3.44 -3.38 3.10
O 3.53 -4.34 2.05
O 3.21 -1.15 3.40
H 1.79 -2.18 2.08
H 3.39 -2.02 1.70
H 2.73 -3.66 3.93
H 4.45 -3.34 3.57
H 3.68 -5.27 2.45
H 3.06 -0.33 3.02
C -5.18 -0.86 -1.20
C -4.23 -1.32 -0.11
O -2.85 -1.46 -0.39
O -6.39 -1.23 -0.63
H -4.88 -1.25 -2.04
H -5.06 0.27 -1.27
H -4.56 -2.37 0.07
H -4.37 -0.80 0.86
H -2.80 -1.81 -1.36
H -6.90 -0.76 -1.06
C -0.84 -0.87 -3.61
C -2.25 -1.19 -4.08
O -2.74 -2.30 -3.18
O -0.25 0.15 -4.44
H -0.07 -1.77 -3.69
H -0.73 -0.60 -2.65
H -2.11 -1.69 -5.09
H -2.65 -0.43 -4.05
H -3.48 -2.64 -3.75
H -0.09 -0.37 -5.27
C 0.20 0.01 1.24
C -0.56 1.04 0.38
O -1.90 0.82 0.67
O 1.60 0.00 0.81
H -0.08 -0.91 1.46
H 0.34 0.47 2.41
H -0.46 0.72 -0.77
H -0.26 2.03 0.70
H -2.24 -0.02 0.43
H 1.92 0.87 0.96
C 2.61 2.21 -3.09
C 2.41 2.69 -1.70
O 1.52 3.83 -1.74
O 3.56 1.14 -3.03
H 2.94 2.88 -3.78
H 1.92 1.80 -3.74
H 3.33 3.14 -1.25
H 1.75 1.78 -0.95
H 0.63 3.40 -2.11
H 2.94 0.48 -2.76
C 1.62 -3.20 -0.80
C 2.59 -2.50 -1.53
C 3.11 -3.04 -2.85
O 2.13 -1.19 -1.88
H 2.04 -4.27 -0.34
H 0.90 -3.87 -1.43
H 1.23 -2.60 0.11
H 3.37 -2.18 -0.97
H 2.29 -3.50 -3.59
H 3.37 -4.14 -2.80
H 3.90 -2.28 -3.11
H 1.87 -0.74 -0.99
C -0.54 -1.70 4.53
C -2.04 -1.98 4.75
C -2.94 -1.36 3.62
O -2.08 -3.25 4.80
H 0.18 -2.03 5.33
H -0.38 -0.57 4.37
H -0.24 -2.07 3.65
H -2.44 -1.62 5.67
H -4.10 -1.49 3.74
H -2.71 -1.74 2.67
H -2.89 -0.24 3.69
H -2.89 -3.52 5.38
C 3.03 3.90 1.67
C 2.97 2.86 2.73
C 1.63 2.84 3.55
O 3.18 1.54 2.35
H 3.97 3.66 1.12
H 2.91 4.97 2.07
H 2.05 3.82 1.23
H 3.71 3.01 3.58
H 0.89 2.95 2.84
H 1.60 3.71 4.05
H 1.62 2.22 4.34
H 4.10 1.70 2.41
C -3.15 2.50 -2.25
C -2.20 3.37 -2.84
C -2.02 4.74 -2.14
O -0.92 2.65 -2.77
H -2.98 1.85 -1.29
H -3.50 1.76 -2.86
H -4.12 3.05 -2.01
H -2.43 3.53 -3.83
H -3.03 5.32 -2.50
H -1.13 5.35 -2.16
H -2.19 4.53 -0.94
H -1.25 2.04 -3.37
```

**2S+1**: 1
**Energy above the lowest of the compared OMol25 structures with the same formula, charge and spin**: 348.62 kcal per mole

=====

Calculated HOMO energy in order - -9.0, -9.0 eV
Calculated max |F| in order - 0.70, 19.31 eV/Å